[1]
Formula: C28H57N2O6S
Source: the Open Molecules 2025 dataset
Level of theory: the ωB97M-V functional and the def2-TZVPD basis

Properties
Kohn-Sham gap   7.370 eV
HOMO level   -10.74 eV

ORCA input file:
```
! wB97M-V def2-TZVPD RIJCOSX def2/J DEFGRID3
* xyz 1 1
H 0.006 1.311 -5.469
H -1.222 -3.594 -3.385
H -0.176 0.165 -3.624
H 5.960 -4.119 9.102
N -2.499 -0.524 -1.938
C 1.755 -1.140 2.106
H -2.894 0.279 -6.135
H 3.107 -2.363 4.839
C 0.970 -0.457 -1.116
H -4.720 -1.250 -1.898
H -1.547 1.829 -0.582
H -4.208 0.773 -2.521
C -4.980 -3.977 -4.604
H 0.849 5.727 -0.925
H -5.510 -3.817 -5.652
H 2.816 -1.098 2.367
H 2.559 5.786 -1.419
O 2.228 -0.971 -1.213
O -3.680 -1.832 -0.205
C 6.162 -3.524 9.997
H -1.414 2.249 -6.439
C 4.881 -3.194 10.744
H -2.866 3.554 -4.530
H 1.686 -1.503 1.075
C 1.159 5.857 -3.062
C 0.216 8.472 -4.180
H 1.886 -3.899 9.628
C -3.354 3.057 -3.561
S -1.235 -1.472 -5.345
H 0.147 8.109 -5.211
C -4.188 -2.838 -4.058
H -0.076 1.281 -7.352
H 2.909 -1.975 8.365
O 0.884 1.012 -1.052
O -0.195 6.189 -3.359
H -0.180 9.492 -4.137
H 4.343 -4.103 11.029
C 3.097 -3.440 4.655
H -1.798 -0.395 -7.512
H 5.143 -2.682 11.676
H 0.566 -1.566 -3.640
N -5.942 -0.473 0.701
C 0.985 -2.048 3.048
O 4.020 -2.312 10.029
H 6.840 -4.099 10.635
H 1.277 8.513 -3.918
H -0.815 -1.390 -0.046
C -3.440 -2.907 -2.601
H 1.569 7.249 -1.447
H -2.956 3.061 -0.902
H -1.331 2.009 -3.508
H -4.372 2.513 -3.827
C -0.554 7.563 -3.238
C -0.463 -0.965 -3.716
H 4.355 -2.921 8.071
H 4.098 -3.826 4.867
H 2.388 -3.885 5.361
H 0.806 1.330 -2.006
H 6.668 -2.609 9.674
H 1.085 -1.719 4.087
C -0.736 1.268 -6.372
H -4.060 -1.863 -4.706
H -0.081 -1.984 2.803
C -2.300 1.973 -2.843
C 2.682 -4.035 8.890
H 3.281 -4.893 9.209
C 1.558 6.171 -1.631
H -1.189 3.478 -1.425
C -0.280 -1.515 -1.079
H 3.374 -3.274 2.509
H -5.143 -5.005 -4.046
C -3.084 0.532 -2.846
C 2.698 -3.755 3.223
C -1.981 2.589 -1.358
H -3.759 -3.900 -2.057
H -1.620 7.628 -3.482
C -1.762 -0.008 -6.383
H 0.204 -2.605 -1.066
H 2.231 -4.282 7.923
H 1.255 4.777 -3.222
H -1.621 -3.667 -1.608
C -4.986 -1.254 0.245
C -1.770 -2.963 -2.562
H 2.794 -4.834 3.064
H 1.835 6.337 -3.777
C -3.614 -1.559 -1.675
H -3.178 0.171 -3.978
O 1.344 -3.423 2.927
H -3.639 3.925 -2.793
H -2.368 -0.156 -0.948
H -0.454 7.893 -2.199
H 1.359 -0.120 2.149
C -1.322 -1.362 -2.379
C 3.529 -2.779 8.775
*
```

=====

[2]
Formula: C34H52N4O18
Source: the Open Molecules 2025 dataset
Level of theory: the ωB97M-V functional and the def2-TZVPD basis

Properties
SMILES   O=C1OCCO1.O=C1OCCO1.O=C1OCCO1.O=C1OCCO1.O=C1OCCO1.O=C1OCCO1.CCCC#N.CCCC#N.CCCC#N.CCCC#N
Kohn-Sham gap   10.429 eV
HOMO level   -10.68 eV

ORCA input file:
```
! wB97M-V def2-TZVPD RIJCOSX def2/J DEFGRID3
* xyz 0 1
O 8.260 -3.658 -0.840
C -5.871 0.563 4.405
C 3.703 -6.937 5.367
H 4.595 -7.235 4.816
H -4.404 9.484 1.866
H 4.567 9.007 1.521
H 0.491 -2.475 -0.716
H 3.684 8.856 3.093
H -5.102 0.114 3.776
H 3.084 -5.470 -9.356
C 2.603 -4.937 4.937
C -5.770 1.762 6.415
C 1.766 -4.418 -11.910
O -6.738 3.370 -4.123
C -5.945 2.469 -4.844
H 5.311 -5.562 5.841
N 5.105 4.549 3.614
H -1.034 -3.684 -2.023
C 4.249 8.337 2.320
H 2.841 5.017 -4.679
H -1.872 -8.030 1.524
C 7.083 -1.579 1.687
O 6.500 5.405 -2.824
H -1.885 -2.233 -2.617
C -0.920 -2.640 -2.316
C -4.789 7.811 3.908
C -3.491 -9.560 1.494
H -3.151 -7.705 0.485
H -1.032 -1.677 0.863
H 5.129 7.999 2.868
H -3.102 8.974 3.996
O 4.709 3.970 -2.583
H -4.570 6.844 1.334
C -3.606 8.748 1.965
N -5.820 7.434 4.360
H 2.289 5.512 3.194
H 1.375 -5.854 -9.644
H -4.999 2.889 -5.186
H 3.920 3.774 -5.466
C -1.208 -1.245 -0.122
H 7.280 -0.509 1.747
O 2.490 -5.310 -11.275
H -4.478 1.182 -3.757
O 6.388 -2.660 -0.157
C 5.468 4.877 -3.256
C 3.558 3.700 -3.258
C -1.696 -10.651 3.001
H -3.542 -11.541 2.577
O 3.613 -4.629 5.619
H 3.310 -7.625 6.115
H -0.245 -2.478 -3.156
C -6.165 2.033 4.130
H 3.806 6.535 1.168
H -5.329 2.586 3.702
H 6.673 -1.999 2.605
O -6.318 2.585 5.430
C 5.914 -1.616 0.642
H -4.300 -9.818 0.811
C -5.548 1.336 -3.898
C 3.338 7.088 1.982
O 4.880 5.273 -4.331
O 1.141 -3.709 -10.897
C 3.746 4.416 -4.602
C 2.202 -5.209 -9.941
C -2.601 -8.549 0.901
H -6.731 -0.106 4.382
H -2.642 9.132 1.630
H 0.290 -1.037 -1.631
H 4.247 -5.859 7.172
C 1.823 -3.729 -9.624
C -2.862 -10.835 2.101
N -0.728 -10.589 3.704
H 2.724 -3.133 -9.485
H 2.721 4.162 -2.735
H -3.126 7.071 0.533
O 8.122 -2.422 1.186
H -5.924 0.417 -4.346
O -5.733 1.920 7.578
O 1.630 -4.226 4.704
O 1.424 -4.429 -13.113
C 4.213 5.285 3.482
C 3.117 6.219 3.250
H -2.496 -11.496 1.315
C -3.484 8.178 3.357
O 2.564 -6.204 4.750
C -6.870 2.884 -2.860
H -2.219 -1.556 -0.385
O -5.271 0.701 5.698
C -3.990 7.642 0.872
H -2.649 7.582 3.724
H 5.760 -0.658 0.145
C -1.153 0.161 0.252
H 1.133 -3.548 -8.799
H 3.092 6.767 4.191
H -4.560 8.017 0.023
C -0.276 -1.838 -1.156
H -1.969 -9.001 0.136
H 2.370 7.511 1.715
H -4.081 -9.084 2.278
O -6.322 1.625 -2.753
H 3.332 2.634 -3.229
N -1.095 1.325 0.421
O -7.234 3.617 -1.950
C 4.265 -5.741 6.089
H -7.069 2.172 3.537
H 5.042 -1.997 1.173
H -6.558 2.153 -5.689
C 7.637 -2.986 0.055
*
```